Record 1
Density functional theory data (wB97M-V/def2-TZVPD) for an isolated molecule of C4H6N4 in a non-equilibrium geometry.

ORCA input file:
```
! wB97M-V def2-TZVPD RIJCOSX def2/J DEFGRID3
* xyz 0 1
H 0.56 -2.07 1.04
N -0.04 -1.73 1.79
N -0.71 -0.67 1.71
C -0.28 0.30 0.84
C 0.11 1.52 1.28
N 0.39 2.36 0.24
N 0.50 1.53 -0.78
C -0.02 0.34 -0.54
C -0.19 -0.98 -1.27
H -0.06 1.69 2.36
H 0.67 1.86 -1.60
H -1.17 -1.64 -1.11
H -0.22 -0.66 -2.34
H 0.46 -1.85 -1.61
*
```

Output
ΔE to the lowest compared entry with this formula, charge and spin = 5.078 eV
Orbital gap = 9.26 eV
HOMO energy = -9.0 eV
F_max = 6.64 eV/Å
E_LUMO = 0.21 eV
SMILES = [H]/N=N\c1cn[nH]c1C

Record 2
Density functional theory data (wB97M-V/def2-TZVPD) for a structure of composition C13H23N2O6OsP2 in a non-equilibrium geometry.

ORCA input file:
```
! wB97M-V def2-TZVPD RIJCOSX def2/J DEFGRID3
* xyz 1 1
Os 0.15 0.99 -0.45
C -1.27 -0.57 -1.35
C -1.45 0.75 -1.85
C -0.23 1.11 -2.55
C 0.71 0.02 -2.40
C -0.01 -1.06 -1.81
C 0.44 -2.46 -1.71
C 2.07 0.00 -3.02
C -0.06 2.26 -3.48
C -2.72 1.54 -1.90
C -2.25 -1.37 -0.56
H -0.16 -3.04 -2.42
H 0.24 -2.87 -0.72
H 1.49 -2.58 -1.97
H 2.01 -0.23 -4.08
H 2.70 -0.76 -2.54
H 2.55 0.96 -2.90
H -0.31 1.93 -4.50
H 0.96 2.63 -3.48
H -0.72 3.08 -3.21
H -3.12 1.51 -2.91
H -2.54 2.58 -1.63
H -3.47 1.13 -1.22
H -1.80 -1.75 0.35
H -2.56 -2.23 -1.16
H -3.13 -0.79 -0.31
N -0.36 -1.12 3.93
C 0.72 -0.45 3.09
C 1.95 -0.14 3.93
P 0.04 1.04 2.31
O -0.35 1.87 3.61
O 1.15 1.63 1.46
O -1.14 0.72 1.44
P 0.95 -1.59 1.64
O 2.33 -2.28 2.03
O -0.22 -2.51 1.70
O 1.17 -0.76 0.39
H -0.97 -0.44 4.39
H 0.07 -1.71 4.64
H -0.87 -1.74 3.27
H 1.71 0.55 4.74
H 2.70 0.32 3.29
H 2.38 -1.06 4.33
H -0.65 2.78 3.45
H 2.73 -2.85 1.36
N -0.53 4.05 -0.61
C -0.28 2.92 -0.59
*
```

Output
ΔE to the lowest compared entry with this formula, charge and spin = 0.779 eV
Orbital gap (alpha / beta) = 7.25 / 7.24 eV
HOMO energy (alpha / beta) = -11.6 / -11.6 eV
F_max = 3.98 eV/Å
E_LUMO (alpha / beta) = -4.36 / -4.36 eV

Record 3
Density functional theory data (wB97M-V/def2-TZVPD) for a cluster of 11 separate species, C33H66O33 in total in a non-equilibrium geometry.

ORCA input file:
```
! wB97M-V def2-TZVPD RIJCOSX def2/J DEFGRID3
* xyz 1 2
C 1.64 -0.30 4.73
O 2.89 0.32 4.75
C 3.62 0.54 3.68
O 3.40 0.03 2.55
O 4.57 1.40 4.05
C 5.58 1.71 3.09
H 0.89 0.21 4.13
H 1.32 -0.49 5.75
H 1.70 -1.30 4.29
H 5.88 2.76 3.18
H 5.44 1.37 2.06
H 6.48 1.17 3.37
C 7.32 -4.21 -0.82
O 6.33 -3.30 -0.42
C 6.25 -2.11 -1.00
O 6.78 -1.77 -2.06
O 5.35 -1.34 -0.33
C 5.06 -0.03 -0.78
H 8.21 -4.05 -0.21
H 7.69 -4.00 -1.83
H 7.05 -5.25 -0.69
H 4.67 0.02 -1.80
H 5.97 0.56 -0.92
H 4.34 0.33 -0.06
C -5.74 -1.48 -6.55
O -5.89 -0.05 -6.28
C -5.37 0.49 -5.20
O -4.79 0.02 -4.19
O -5.44 1.78 -5.33
C -5.06 2.67 -4.39
H -4.72 -1.86 -6.61
H -6.27 -1.80 -7.44
H -6.27 -2.02 -5.77
H -4.00 2.90 -4.43
H -5.34 2.53 -3.35
H -5.68 3.53 -4.68
C -0.77 4.70 5.60
O 0.10 3.93 4.73
C 0.21 4.19 3.47
O -0.24 5.23 2.90
O 0.66 3.03 2.92
C 0.82 3.05 1.50
H -1.81 4.85 5.29
H -0.32 5.69 5.67
H -0.81 4.22 6.57
H 1.54 3.85 1.32
H -0.11 3.17 0.95
H 1.08 2.04 1.17
C 3.62 -4.00 2.14
O 3.13 -3.77 3.46
C 2.78 -4.78 4.26
O 2.89 -5.96 4.06
O 2.47 -4.24 5.44
C 2.07 -5.05 6.61
H 3.60 -3.18 1.41
H 3.06 -4.78 1.63
H 4.67 -4.30 2.13
H 1.10 -5.50 6.40
H 2.02 -4.44 7.52
H 2.79 -5.76 7.01
C -1.47 -2.21 6.77
O -1.01 -3.21 5.90
C -1.23 -3.12 4.62
O -1.90 -2.26 4.09
O -0.52 -4.08 3.92
C -0.44 -4.05 2.51
H -1.67 -1.25 6.29
H -0.92 -2.14 7.71
H -2.50 -2.49 6.97
H -1.30 -4.39 1.93
H 0.38 -4.74 2.31
H -0.10 -3.08 2.13
C 1.30 0.08 -3.56
O 2.10 -0.86 -2.84
C 2.80 -1.83 -3.47
O 2.95 -1.91 -4.68
O 3.19 -2.74 -2.56
C 3.99 -3.87 -2.98
H 2.02 0.67 -4.12
H 0.80 0.75 -2.86
H 0.58 -0.34 -4.27
H 4.73 -3.46 -3.67
H 3.38 -4.58 -3.55
H 4.49 -4.37 -2.15
C -1.93 5.46 -2.82
O -2.55 5.48 -1.50
C -3.12 4.34 -0.96
O -3.59 3.40 -1.58
O -3.16 4.46 0.41
C -3.91 3.45 1.14
H -1.57 6.48 -2.90
H -2.68 5.25 -3.57
H -1.12 4.72 -2.80
H -4.90 3.12 0.82
H -4.10 3.87 2.12
H -3.30 2.55 1.23
C -3.07 0.43 -1.52
O -1.99 -0.39 -1.01
C -0.87 0.14 -0.38
O -0.50 1.29 -0.37
O -0.22 -0.88 0.19
C 1.06 -0.71 0.80
H -3.82 -0.07 -2.12
H -2.69 1.24 -2.14
H -3.62 0.79 -0.65
H 1.89 -0.52 0.12
H 1.42 -1.63 1.26
H 1.01 0.11 1.52
C 1.06 5.99 -5.17
O 0.92 4.55 -5.21
C -0.19 3.92 -5.47
O -1.26 4.41 -5.86
O 0.01 2.58 -5.20
C -1.10 1.69 -5.48
H 0.28 6.46 -4.57
H 1.08 6.40 -6.18
H 2.01 6.24 -4.70
H -0.68 0.81 -5.97
H -1.89 2.14 -6.08
H -1.63 1.45 -4.56
C -3.38 -1.90 1.74
O -3.93 -2.38 0.54
C -5.03 -1.78 0.07
O -5.68 -0.92 0.58
O -5.27 -2.22 -1.15
C -6.37 -1.65 -1.80
H -4.07 -2.14 2.55
H -3.20 -0.83 1.67
H -2.38 -2.33 1.85
H -6.22 -0.62 -2.13
H -7.24 -1.71 -1.14
H -6.56 -2.22 -2.71
*
```

Output
ΔE to the lowest compared entry with this formula, charge and spin = 0.000 eV
Orbital gap (alpha / beta) = 10.18 / 2.62 eV
HOMO energy (alpha / beta) = -12.3 / -12.3 eV
F_max = 4.58 eV/Å
E_LUMO (alpha / beta) = -2.15 / -9.71 eV

Record 4
Density functional theory data (wB97M-V/def2-TZVPD) for an isolated molecule of C3H3NO2S2 in a non-equilibrium geometry.

ORCA input file:
```
! wB97M-V def2-TZVPD RIJCOSX def2/J DEFGRID3
* xyz 0 1
O -0.69 -1.85 -1.84
C -0.26 -0.92 -2.51
S 0.65 0.51 -1.78
N 0.77 0.56 -0.14
C 0.19 -0.27 0.65
C 0.01 0.17 2.08
O -0.25 -0.66 2.92
S 0.13 1.98 2.57
H -0.55 -0.70 -3.70
H -0.35 -1.15 0.47
H 0.36 2.34 1.28
*
```

Output
ΔE to the lowest compared entry with this formula, charge and spin = 1.827 eV
Orbital gap = 9.01 eV
HOMO energy = -10.0 eV
F_max = 3.00 eV/Å
E_LUMO = -1.00 eV
SMILES = O=CS/N=C/C(=O)S

Record 5
Density functional theory data (wB97M-V/def2-TZVPD) for the ion C9H9BrN with charge +1 in a non-equilibrium geometry.

ORCA input file:
```
! wB97M-V def2-TZVPD RIJCOSX def2/J DEFGRID3
* xyz 1 1
C 0.42 -2.50 0.73
N 0.67 -1.21 0.13
C 1.52 -1.05 -0.81
C 1.32 0.26 -1.45
Br 0.49 -0.27 -3.19
C 0.28 0.89 -0.61
C -0.20 2.20 -0.60
C -1.32 2.35 0.27
C -1.76 1.37 1.13
C -1.13 0.11 1.22
C -0.07 -0.08 0.35
H 0.05 -3.22 0.09
H -0.18 -2.10 1.51
H 1.41 -2.91 1.14
H 2.13 -1.83 -1.00
H 2.14 0.77 -1.73
H 0.13 3.04 -1.20
H -1.80 3.35 0.49
H -2.66 1.48 1.67
H -1.43 -0.63 1.87
*
```

Output
Orbital gap = 8.12 eV
HOMO energy = -13.4 eV
F_max = 4.47 eV/Å
E_LUMO = -5.25 eV
SMILES = C[N+]1=C[C@@H](Br)c2ccccc21

Record 6
Density functional theory data (wB97M-V/def2-TZVPD) for an isolated molecule of C6H7N in a non-equilibrium geometry.

ORCA input file:
```
! wB97M-V def2-TZVPD RIJCOSX def2/J DEFGRID3
* xyz 0 1
C -1.12 1.35 0.05
C -0.37 0.02 0.01
C -0.02 -0.85 1.11
C 1.02 -0.40 0.01
C 2.26 0.20 -0.07
N 3.33 0.57 0.04
C -0.24 -0.87 -1.17
H -0.87 1.97 -0.90
H -0.89 1.92 0.87
H -2.18 1.10 -0.18
H -0.35 -1.95 1.11
H 0.20 -0.53 2.15
H -0.36 -0.56 -2.17
H -0.40 -1.97 -0.85
*
```

Output
ΔE to the lowest compared entry with this formula, charge and spin = 3.936 eV
Orbital gap = 10.15 eV
HOMO energy = -9.5 eV
F_max = 4.99 eV/Å
E_LUMO = 0.69 eV
SMILES = C[C@]12C[C@]1(C#N)C2

Record 7
Density functional theory data (wB97M-V/def2-TZVPD) for a structure of composition C7H11N3 in a non-equilibrium geometry.

ORCA input file:
```
! wB97M-V def2-TZVPD RIJCOSX def2/J DEFGRID3
* xyz 0 3
C -2.44 -0.11 0.11
C 1.20 0.77 0.76
C 1.78 -0.18 -0.27
C 0.23 -1.44 0.73
C -0.27 -0.70 -1.30
C -0.13 0.10 1.03
C -1.17 0.43 -0.05
N -3.50 -0.59 0.25
N 0.79 -1.23 -0.62
N -1.14 1.63 -0.71
H 1.80 0.84 1.62
H 0.94 1.86 0.41
H 2.30 0.14 -1.29
H 2.62 -0.68 0.25
H 1.05 -1.85 1.35
H -0.63 -2.11 0.58
H -0.98 -1.45 -1.47
H 0.00 -0.08 -2.14
H -0.51 0.36 2.09
H -0.38 2.04 -1.27
H -1.56 2.29 -0.06
*
```

Output
ΔE to the lowest compared entry with this formula, charge and spin = 1.532 eV
Orbital gap (alpha / beta) = 4.75 / 7.67 eV
HOMO energy (alpha / beta) = -4.1 / -10.1 eV
F_max = 5.98 eV/Å
E_LUMO (alpha / beta) = 0.66 / -2.47 eV

Record 8
Density functional theory data (wB97M-V/def2-TZVPD) for a structure of composition C21H23N3O4 in a non-equilibrium geometry.

ORCA input file:
```
! wB97M-V def2-TZVPD RIJCOSX def2/J DEFGRID3
* xyz 0 1
O 1.69 -2.77 -2.47
N 0.58 -2.30 -2.30
O 0.39 -1.13 -2.65
C -0.42 -2.99 -1.58
C -0.47 -4.30 -1.74
C -1.22 -5.15 -0.97
C -2.25 -4.63 -0.11
C -2.35 -3.19 -0.30
C -1.43 -2.29 -0.87
C -1.60 -0.98 -0.60
C -2.48 -0.24 -0.37
C -2.66 1.33 -0.19
N -3.38 1.55 1.21
C -2.49 0.70 2.29
C -1.15 1.04 2.37
N -0.80 2.38 2.88
C -1.56 3.18 1.83
C -2.93 2.92 1.66
H -3.26 3.49 0.62
H -3.36 3.13 2.57
H -1.36 4.36 2.05
H -0.75 3.23 0.91
C 0.72 2.64 2.95
C 1.55 2.38 1.86
C 1.74 3.54 0.54
C 2.33 3.13 -0.47
C 2.52 1.89 -0.63
C 2.60 0.86 0.11
C 1.87 1.11 1.56
H 1.70 0.22 2.18
O 3.01 -0.28 -0.40
C 3.39 0.10 -1.66
O 3.37 1.38 -1.81
H 2.80 -0.51 -2.33
H 4.47 -0.23 -1.57
H 2.71 3.96 -1.17
H 1.30 4.47 0.89
H 1.05 1.90 3.98
H 0.73 3.71 3.25
H -0.55 0.47 3.40
H -0.59 0.47 1.69
H -2.59 -0.30 2.32
H -3.12 1.07 3.31
H -3.57 1.65 -0.70
H -1.70 1.73 -0.39
H -3.71 -0.95 -0.35
H -0.73 -0.47 -0.63
H -3.25 -3.00 0.43
H -2.88 -5.25 0.01
H -0.97 -6.14 -1.11
H 0.60 -4.72 -2.32
*
```

Output
ΔE to the lowest compared entry with this formula, charge and spin = 23.317 eV
Orbital gap = 7.02 eV
HOMO energy = -7.9 eV
F_max = 17.12 eV/Å
E_LUMO = -0.91 eV